12
Properties=species:S:1:pos:R:3 method="wB97M-V/def2-TZVPD" smiles=F[C@H]1C[C@@H](F)C1 e_above_lowest_kcal_mol=42.9 homo_energy_ev=-11.085
F 2.263 -0.246 -0.547
C 1.095 -0.045 -0.015
C 0.159 1.082 -0.212
C -0.991 0.134 0.154
F -2.050 -0.208 -0.629
C -0.053 -1.031 0.036
H 1.311 0.131 0.991
H 0.162 1.776 0.589
H -0.088 1.584 -1.258
H -1.333 0.233 1.240
H -0.062 -1.946 0.640
H -0.412 -1.464 -0.989



58
Properties=species:S:1:pos:R:3 method="wB97M-V/def2-TZVPD" homo_energy_ev=-4.021 total_charge=-1
Tl -1.289 -3.213 -0.872
C -4.707 -5.456 -1.140
C -4.677 -4.510 0.032
C -5.757 -4.412 0.896
C -5.637 -3.556 1.994
C -4.477 -2.855 2.200
C -3.397 -2.992 1.281
N -3.557 -3.815 0.205
N -2.222 -2.369 1.354
Si -1.451 -1.668 2.691
C -1.145 -2.908 4.088
C 0.228 -1.057 2.045
C -2.277 -0.131 3.458
H -4.699 -6.487 -0.782
H -3.825 -5.305 -1.760
H -5.602 -5.315 -1.748
H -6.654 -4.993 0.726
H -6.470 -3.442 2.680
H -4.359 -2.189 3.046
H -0.521 -3.724 3.717
H -2.080 -3.347 4.447
H -0.639 -2.448 4.942
H 0.517 -1.659 1.178
H 1.009 -1.152 2.804
H 0.164 -0.007 1.748
H -3.177 -0.388 4.023
H -2.561 0.579 2.677
H -1.589 0.376 4.140
C 1.754 5.164 -2.526
C 0.734 4.062 -2.804
C 0.187 3.431 -1.525
N 1.164 2.618 -0.830
C 1.242 1.274 -0.925
S 0.163 0.328 -1.738
N 2.279 0.688 -0.193
C 3.578 1.123 0.003
O 4.230 0.739 0.948
C 4.209 1.956 -1.076
C 5.119 2.942 -0.709
C 5.804 3.656 -1.680
C 5.604 3.366 -3.022
C 4.713 2.367 -3.391
C 4.013 1.665 -2.424
H 2.170 5.551 -3.457
H 2.583 4.784 -1.925
H 1.297 5.999 -1.990
H 1.197 3.278 -3.408
H -0.105 4.464 -3.376
H -0.656 2.786 -1.760
H -0.150 4.215 -0.842
H 1.882 3.096 -0.312
H 2.016 -0.155 0.304
H 5.284 3.129 0.345
H 6.501 4.431 -1.388
H 6.147 3.915 -3.781
H 4.564 2.135 -4.438
H 3.327 0.878 -2.715
I 0.000 -5.436 0.567



61
Properties=species:S:1:pos:R:3 method="wB97M-V/def2-TZVPD" spin_multiplicity=3 e_above_lowest_kcal_mol=0.0 homo_energy_ev="-10.699 / -10.749" total_charge=+1
V -0.438 -0.130 -0.212
C -0.604 -3.031 -0.624
C -1.660 -2.591 -1.629
N -1.735 -1.105 -1.702
C -3.117 -0.585 -1.823
C -3.857 -0.687 -0.499
S -2.828 0.097 0.770
C -2.558 -1.219 1.982
C -1.911 -2.468 1.409
N -0.707 -2.174 0.584
H 0.392 -2.888 -1.043
H -0.721 -4.090 -0.391
H -2.636 -2.974 -1.338
H -1.438 -3.013 -2.607
H -1.206 -0.813 -2.523
H -3.665 -1.108 -2.607
H -3.042 0.462 -2.116
H -4.058 -1.719 -0.216
H -4.811 -0.170 -0.552
H -3.503 -1.462 2.466
H -1.912 -0.742 2.717
H -2.624 -3.011 0.793
H -1.647 -3.135 2.227
H 0.116 -2.319 1.156
S 0.931 0.029 -2.664
C 0.130 1.503 -2.322
N -0.432 1.664 -1.140
C -1.053 2.922 -1.001
C -1.668 3.424 0.141
C -2.216 4.693 0.090
C -2.150 5.465 -1.073
C -1.520 4.981 -2.206
C -0.972 3.703 -2.152
S -0.090 2.843 -3.387
H -1.683 2.836 1.050
H -2.693 5.101 0.971
H -2.583 6.457 -1.086
H -1.446 5.584 -3.103
F -0.249 0.677 1.454
C 1.574 -0.923 3.192
C 2.323 -1.347 1.926
P 1.982 -0.432 0.357
C 3.191 -1.231 -0.794
C 4.334 -2.061 -0.202
C 2.640 1.244 0.635
C 4.092 1.337 1.099
H 1.826 -1.599 4.012
H 0.496 -0.915 3.060
H 1.855 0.087 3.495
H 2.170 -2.413 1.723
H 3.395 -1.258 2.097
H 3.593 -0.418 -1.399
H 2.616 -1.843 -1.492
H 4.960 -1.489 0.483
H 4.976 -2.416 -1.009
H 3.972 -2.940 0.333
H 1.961 1.718 1.345
H 2.506 1.767 -0.315
H 4.235 0.893 2.087
H 4.390 2.383 1.170
H 4.776 0.852 0.403



23
Properties=species:S:1:pos:R:3 method="wB97M-V/def2-TZVPD" e_above_lowest_kcal_mol=99.5 homo_energy_ev=-6.642
C -0.528 1.299 -0.967
C 0.299 0.381 1.922
C 0.892 -1.529 0.534
C -1.977 -0.739 -2.033
C 1.724 0.801 2.294
N 0.155 -0.279 0.618
N 0.541 0.572 -0.478
N -0.899 0.226 -2.299
H 0.125 -0.139 -1.908
H -0.961 0.623 -3.238
H -1.413 1.435 -0.341
H -0.244 2.198 -1.515
H -0.348 1.262 1.907
H -0.108 -0.297 2.680
H 0.584 -2.067 -0.365
H 0.658 -2.149 1.403
H 1.981 -1.388 0.483
H -2.951 -0.254 -2.111
H -1.835 -1.106 -1.017
H -1.932 -1.579 -2.729
H 2.146 1.410 1.494
H 1.719 1.383 3.217
H 2.371 -0.064 2.450



Number 1: calculated total energy -9677.900 eV. Number 2: calculated total energy -60731.792 eV. Number 3: calculated total energy -94907.760 eV. Number 4: calculated total energy -9894.837 eV.